(1)
Entry from the Open Molecules 2025 dataset: 3 unconnected molecules or ions with the total composition C4H12O3 (the ωB97M-V functional and the def2-TZVPD basis).

Element x y z (Å)
C (-0.532, 1.573, 0.718)
C (0.372, 0.365, 0.743)
C (1.175, 0.328, -0.636)
C (1.347, 0.527, 1.917)
O (-1.235, 1.915, -0.210)
H (-0.748, 1.921, 1.770)
H (-0.186, -0.589, 0.725)
H (1.414, -0.723, -0.676)
H (0.465, 0.400, -1.452)
H (2.004, 1.032, -0.580)
H (2.107, -0.269, 1.925)
H (1.735, 1.539, 1.837)
H (0.738, 0.548, 2.840)
H (-0.941, -3.190, -2.179)
H (-0.977, -2.052, -1.232)
O (-0.616, -2.950, -1.304)
H (-2.535, -0.351, -1.967)
H (-1.565, 0.446, -1.092)
O (-2.021, -0.472, -1.147)

The value obtained for the energy above the lowest of the compared OMol25 structures with the same formula, charge and spin is 2.202 eV. The spin multiplicity is 2. The value obtained for the LUMO energy (spin up / spin down) is -6.57 / -10.25 eV. Its charge is +1. For the HOMO energy (spin up / spin down), the calculation gives -14.18 / -14.14 eV.



(2)
Entry from the Open Molecules 2025 dataset: 5 unconnected molecules or ions with the total composition C4H14O5 (the ωB97M-V functional and the def2-TZVPD basis).

Element x y z (Å)
C (2.911, 0.607, 0.601)
C (1.865, 0.750, 1.422)
C (0.878, -0.287, 1.691)
C (-0.026, -0.090, 2.646)
O (-1.235, -0.714, 2.756)
H (3.449, 1.504, 0.271)
H (3.237, -0.334, 0.090)
H (1.794, 1.657, 1.993)
H (0.740, -1.064, 0.963)
H (-0.209, 0.721, 3.350)
H (-1.519, -1.114, 1.926)
H (-3.284, 0.442, -0.758)
H (-2.054, 0.197, -1.764)
O (-2.498, 0.821, -1.142)
H (-0.412, 2.634, -0.389)
H (-1.428, 1.548, -0.003)
O (-0.581, 1.966, 0.277)
H (-0.961, -1.276, -2.417)
H (-2.377, -1.956, -2.368)
O (-1.866, -1.250, -2.779)
H (1.555, -1.353, -1.530)
H (1.245, -1.688, -2.845)
O (0.778, -1.720, -1.992)

The value obtained for the energy above the lowest of the compared OMol25 structures with the same formula, charge and spin is 1.914 eV. The SMILES is C=C/C=C/O.O.O.O.O. The spin multiplicity is 1. The value obtained for the LUMO energy is 0.24 eV. For the HOMO energy, the calculation gives -8.06 eV.



(3)
Entry from the Open Molecules 2025 dataset: 8 unconnected molecules or ions with the total composition C28H63NO7 (the ωB97M-V functional and the def2-TZVPD basis).

Element x y z (Å)
C (-5.876, -0.875, 2.989)
C (-5.098, -0.058, 4.002)
N (-4.985, -0.912, 5.218)
C (-4.192, -0.398, 6.331)
C (-2.750, 0.090, 5.936)
C (-6.051, -1.813, 5.691)
C (-7.202, -1.054, 6.293)
H (-5.396, -1.768, 2.589)
H (-6.166, -0.304, 2.107)
H (-6.845, -1.140, 3.412)
H (-4.097, 0.210, 3.664)
H (-5.679, 0.820, 4.283)
H (-4.758, 0.354, 6.880)
H (-4.021, -1.224, 7.022)
H (-2.151, 0.470, 6.763)
H (-2.123, -0.647, 5.435)
H (-2.878, 0.964, 5.296)
H (-5.759, -2.443, 6.531)
H (-6.387, -2.564, 4.976)
H (-7.867, -0.489, 5.639)
H (-6.914, -0.344, 7.068)
H (-7.820, -1.801, 6.790)
C (1.022, 0.216, -9.110)
O (1.763, -0.643, -8.226)
H (1.752, 0.839, -9.626)
H (0.561, -0.378, -9.899)
H (0.275, 0.746, -8.519)
H (1.509, -1.530, -8.492)
C (-1.889, -3.824, 3.464)
O (-2.727, -4.397, 4.384)
H (-2.426, -3.041, 2.927)
H (-1.077, -3.452, 4.089)
H (-1.443, -4.439, 2.683)
H (-3.226, -3.678, 4.779)
C (6.188, 3.483, -3.282)
C (6.049, 3.107, -1.852)
C (7.234, 3.703, -1.169)
O (7.982, 4.352, -2.109)
C (7.668, 3.876, -3.363)
H (5.548, 4.292, -3.634)
H (6.004, 2.647, -3.956)
H (6.077, 2.021, -1.760)
H (5.165, 3.540, -1.385)
H (7.808, 2.883, -0.738)
H (6.967, 4.323, -0.314)
H (8.250, 3.010, -3.677)
H (7.803, 4.646, -4.123)
C (-4.882, -0.546, -4.653)
C (-5.642, -0.669, -3.338)
C (-6.104, 0.726, -3.200)
O (-6.560, 1.085, -4.510)
C (-5.772, 0.338, -5.496)
H (-4.797, -1.542, -5.087)
H (-3.875, -0.136, -4.572)
H (-5.093, -1.001, -2.457)
H (-6.533, -1.294, -3.404)
H (-5.324, 1.427, -2.903)
H (-6.892, 0.835, -2.455)
H (-5.064, 1.009, -5.984)
H (-6.261, -0.315, -6.218)
C (1.181, -0.460, -1.951)
C (0.297, -0.320, -0.783)
C (-0.749, 0.648, -1.229)
O (-0.120, 1.383, -2.212)
C (0.806, 0.676, -2.946)
H (1.144, -1.445, -2.415)
H (2.257, -0.384, -1.796)
H (0.768, 0.055, 0.125)
H (-0.159, -1.257, -0.463)
H (-1.148, 1.371, -0.518)
H (-1.546, 0.117, -1.749)
H (1.600, 1.305, -3.350)
H (0.157, 0.351, -3.758)
C (2.197, 4.393, 2.102)
C (2.934, 4.099, 3.402)
C (3.660, 5.386, 3.829)
O (3.868, 6.048, 2.586)
C (2.644, 5.844, 1.892)
H (1.108, 4.356, 2.050)
H (2.557, 3.593, 1.455)
H (3.633, 3.381, 2.974)
H (2.409, 3.585, 4.207)
H (4.594, 5.151, 4.341)
H (3.074, 5.967, 4.540)
H (2.699, 6.068, 0.827)
H (1.949, 6.626, 2.198)
C (4.189, -4.841, -0.624)
C (4.890, -6.037, 0.102)
C (5.301, -6.984, -1.095)
O (5.551, -6.050, -2.066)
C (5.065, -4.756, -1.794)
H (4.052, -3.913, -0.070)
H (3.234, -5.264, -0.938)
H (4.239, -6.569, 0.795)
H (5.783, -5.749, 0.658)
H (4.403, -7.587, -1.234)
H (6.166, -7.544, -0.741)
H (4.371, -4.404, -2.557)
H (5.918, -4.131, -1.527)

The value obtained for the energy above the lowest of the compared OMol25 structures with the same formula, charge and spin is 2.733 eV. The SMILES is CCN(CC)CC.C1CCOC1.C1CCOC1.C1CCOC1.C1CCOC1.C1CCOC1.CO.CO. The spin multiplicity is 1. The value obtained for the LUMO energy is 0.18 eV. For the HOMO energy, the calculation gives -8.15 eV.



(4)
Entry from the Open Molecules 2025 dataset: 2 unconnected molecules or ions with the total composition C5H14N2 (the ωB97M-V functional and the def2-TZVPD basis).

Element x y z (Å)
C (0.558, -0.699, -0.422)
C (-1.618, -2.097, 1.431)
C (1.708, 0.129, 0.032)
C (-0.358, 1.657, -0.120)
C (0.802, 1.143, -2.188)
N (-0.549, -1.123, 1.559)
N (0.607, 0.704, -0.759)
H (0.465, -1.603, -1.046)
H (-2.434, -1.849, 0.833)
H (-1.995, -2.044, 2.472)
H (-1.239, -3.118, 1.215)
H (1.650, 0.460, 1.023)
H (0.098, -1.208, 2.338)
H (2.698, -0.036, -0.449)
H (-0.015, 2.695, -0.426)
H (-1.408, 1.615, -0.493)
H (-0.373, 1.768, 0.992)
H (-0.158, 1.537, -2.476)
H (1.591, 1.892, -2.205)
H (0.895, 0.360, -2.855)
H (-0.924, -0.184, 1.545)

The value obtained for the energy above the lowest of the compared OMol25 structures with the same formula, charge and spin is 5.536 eV. The spin multiplicity is 1. The value obtained for the LUMO energy (spin up / spin down) is -10.97 / -10.97 eV. Its charge is +2. For the HOMO energy (spin up / spin down), the calculation gives -19.87 / -19.86 eV.



(5)
Entry from the Open Molecules 2025 dataset: 2 unconnected molecules or ions with the total composition C3H11O (the ωB97M-V functional and the def2-TZVPD basis).

Element x y z (Å)
O (2.932, -0.520, 1.244)
H (2.233, -1.205, 1.317)
H (2.952, 0.043, 2.045)
H (2.811, -0.007, 0.413)
C (0.032, 0.057, 0.276)
C (-1.407, 0.411, -0.055)
C (-1.709, 0.080, -1.503)
H (0.729, 0.672, -0.307)
H (0.259, 0.193, 1.341)
H (0.222, -1.002, 0.061)
H (-2.066, -0.181, 0.575)
H (-1.638, 1.459, 0.179)
H (-2.757, 0.202, -1.757)
H (-1.434, -0.960, -1.673)
H (-1.159, 0.759, -2.154)

The value obtained for the energy above the lowest of the compared OMol25 structures with the same formula, charge and spin is 0.182 eV. The spin multiplicity is 1. The value obtained for the LUMO energy is -5.15 eV. Its charge is +1. For the HOMO energy, the calculation gives -15.02 eV.



(6)
Entry from the Open Molecules 2025 dataset: a molecular structure, C28H36P2SiYb (the ωB97M-V functional and the def2-TZVPD basis).

Element x y z (Å)
C (0.052, 2.513, 0.623)
C (-0.736, 2.984, -0.456)
C (-2.020, 3.318, 0.044)
H (-0.374, 3.156, -1.469)
C (-2.016, 3.075, 1.447)
C (-0.741, 2.570, 1.800)
H (-0.395, 2.347, 2.803)
H (1.112, 2.279, 0.567)
H (-2.827, 3.767, -0.540)
H (-2.827, 3.331, 2.125)
Yb (-1.766, 0.923, 0.360)
C (-1.477, -2.455, -1.677)
H (-1.725, -2.515, -0.600)
H (-1.147, -3.475, -1.942)
H (-2.353, -2.305, -2.363)
Si (0.291, -1.584, -2.143)
C (1.864, -1.065, -3.202)
C (2.574, 0.053, -2.736)
H (2.122, 0.704, -1.979)
C (3.854, 0.351, -3.222)
H (4.401, 1.200, -2.794)
C (4.407, -0.418, -4.254)
H (5.410, -0.186, -4.636)
C (3.670, -1.493, -4.781)
H (4.104, -2.064, -5.608)
C (2.403, -1.819, -4.252)
H (1.853, -2.672, -4.647)
C (-0.699, 0.030, -2.867)
C (-0.180, 0.885, -3.848)
H (0.751, 0.653, -4.361)
C (-0.844, 2.053, -4.255)
H (-0.393, 2.695, -5.009)
C (-2.074, 2.388, -3.705)
H (-2.608, 3.292, -4.000)
C (-2.634, 1.544, -2.742)
H (-3.589, 1.778, -2.267)
C (-1.988, 0.356, -2.385)
H (-2.561, -0.349, -1.772)
H (0.416, -0.738, -0.766)
H (1.408, -2.444, -1.663)
C (-2.409, -2.715, 3.180)
P (-1.917, -1.171, 2.353)
C (-3.303, -0.019, 2.741)
C (-0.610, -0.525, 3.469)
C (-0.870, -0.232, 4.808)
C (0.138, 0.295, 5.626)
C (1.414, 0.515, 5.102)
C (1.692, 0.222, 3.760)
C (0.689, -0.271, 2.924)
P (0.958, -0.682, 1.143)
C (2.659, -0.105, 0.831)
C (1.240, -2.463, 1.314)
H (-3.090, -3.262, 2.507)
H (-2.921, -2.493, 4.129)
H (-1.519, -3.335, 3.369)
H (-3.591, -0.192, 3.783)
H (-3.049, 1.051, 2.631)
H (-4.160, -0.258, 2.094)
H (-1.867, -0.404, 5.225)
H (-0.076, 0.521, 6.675)
H (2.207, 0.909, 5.743)
H (2.704, 0.388, 3.384)
H (3.350, -0.777, 1.350)
H (2.885, -0.120, -0.241)
H (2.806, 0.913, 1.205)
H (2.182, -2.596, 1.850)
H (0.433, -2.926, 1.882)
H (1.307, -2.936, 0.333)

The spin multiplicity is 2. The value obtained for the LUMO energy (spin up / spin down) is -2.61 / -5.11 eV. Its charge is +1. For the HOMO energy (spin up / spin down), the calculation gives -10.36 / -10.31 eV.



Across the entries above, strongest force on any atom takes the values 0.0632 0.0370 0.0807 0.0871 0.0129 0.0642 hartree/bohr, respectively.